1.
Formula: C48H114N14O10
Source: OMol25
Level of theory: the ωB97M-V functional and the def2-TZVPD basis

## Properties
**HOMO-LUMO gap**: 0.3004 Ha
**SMILES**: CC1(C)CCCC(C)(C)N1O.CC1(C)CCCC(C)(C)N1O.CC1(C)CCCC(C)(C)N1O.CC1(C)CCCC(C)(C)N1O.COC[C@H](C)N.COC[C@H](C)N.NC(N)=O.NC(N)=O.NC(N)=O.NC(N)=O
**Energy above the lowest of the compared OMol25 structures with the same formula, charge and spin**: 240.86 kJ/mol
**Charge**: 0
**HOMO energy**: -8.05 eV
**Spin multiplicity**: 1

XYZ file:
```
186
C48H114N14O10, DFT the ωB97M-V functional and the def2-TZVPD basis
C -0.85 3.08 -7.06
C -0.14 4.34 -6.49
C 0.87 3.80 -5.45
C 2.19 3.28 -6.02
C 2.82 4.26 -7.02
C 1.85 4.75 -8.06
N 0.57 5.16 -7.50
O -0.33 5.66 -8.46
C 2.45 6.04 -8.64
C 1.77 3.71 -9.23
C -1.19 5.29 -5.83
H -1.46 3.23 -7.95
H -1.39 2.73 -6.17
H -0.19 2.23 -7.26
H 1.22 4.68 -4.90
H 0.45 3.18 -4.66
H 1.98 2.27 -6.37
H 2.92 3.21 -5.21
H 3.71 3.77 -7.40
H 3.20 5.11 -6.44
H 3.45 5.98 -9.06
H 1.88 6.58 -9.41
H 2.42 6.84 -7.88
H 1.12 4.01 -10.06
H 2.75 3.47 -9.63
H 1.26 2.86 -8.77
H -1.89 4.73 -5.21
H -1.80 5.59 -6.68
H -0.73 6.09 -5.26
H -0.47 6.57 -8.16
C -1.23 -2.20 -2.87
C -2.48 -1.72 -2.06
C -3.65 -1.54 -2.99
C -4.22 -2.78 -3.67
C -4.64 -3.83 -2.62
C -3.50 -4.10 -1.60
N -3.02 -2.79 -1.16
O -2.35 -2.82 0.09
C -4.15 -4.91 -0.48
C -2.39 -4.95 -2.29
C -2.33 -0.43 -1.25
H -0.60 -2.82 -2.24
H -0.65 -1.34 -3.21
H -1.38 -2.71 -3.82
H -4.46 -0.93 -2.57
H -3.32 -0.91 -3.83
H -3.57 -3.32 -4.35
H -5.09 -2.51 -4.27
H -4.93 -4.77 -3.11
H -5.50 -3.46 -2.06
H -4.64 -5.77 -0.95
H -3.52 -5.30 0.32
H -4.86 -4.25 0.02
H -2.49 -6.02 -2.10
H -2.35 -4.69 -3.34
H -1.43 -4.74 -1.82
H -2.31 0.41 -1.95
H -1.38 -0.47 -0.71
H -3.18 -0.22 -0.61
H -2.84 -2.17 0.60
C -6.76 3.17 -2.55
C -5.80 2.70 -3.66
C -6.17 1.27 -4.04
C -5.42 0.80 -5.29
C -5.87 1.64 -6.50
C -5.57 3.14 -6.21
N -5.97 3.54 -4.85
O -5.67 4.88 -4.56
C -4.16 3.53 -6.64
C -6.52 3.89 -7.19
C -4.37 2.75 -3.09
H -7.80 3.11 -2.89
H -6.62 4.19 -2.19
H -6.70 2.48 -1.71
H -5.82 0.57 -3.28
H -7.22 0.99 -4.11
H -5.63 -0.26 -5.45
H -4.34 0.92 -5.20
H -6.89 1.42 -6.82
H -5.20 1.38 -7.32
H -4.13 4.62 -6.68
H -3.32 3.25 -6.01
H -3.91 3.11 -7.62
H -7.50 3.83 -6.72
H -6.26 4.94 -7.27
H -6.52 3.47 -8.19
H -4.26 1.95 -2.35
H -4.12 3.70 -2.62
H -3.68 2.59 -3.92
H -6.53 5.32 -4.66
C 0.19 -0.14 -9.87
C -1.25 -0.63 -9.66
C -1.50 -1.64 -10.77
C -2.67 -2.60 -10.60
C -2.45 -3.28 -9.27
C -2.26 -2.36 -8.05
N -1.20 -1.40 -8.38
O -0.83 -0.71 -7.22
C -3.64 -1.80 -7.60
C -1.82 -3.33 -6.93
C -2.22 0.55 -9.69
H 0.41 0.68 -9.18
H 0.26 0.24 -10.90
H 0.92 -0.95 -9.78
H -1.74 -1.17 -11.73
H -0.62 -2.22 -11.06
H -2.68 -3.46 -11.28
H -3.68 -2.19 -10.60
H -1.49 -3.79 -9.41
H -3.29 -3.96 -9.08
H -4.05 -1.03 -8.25
H -4.39 -2.59 -7.61
H -3.61 -1.44 -6.57
H -2.20 -2.96 -5.98
H -2.04 -4.38 -7.11
H -0.73 -3.36 -6.89
H -3.10 0.37 -10.32
H -1.74 1.43 -10.14
H -2.58 0.87 -8.71
H 0.09 -0.95 -7.05
C -2.14 3.79 0.15
O -3.25 4.31 0.16
N -1.63 3.05 -0.88
N -1.15 4.18 1.00
H -2.33 2.68 -1.51
H -0.64 3.00 -1.02
H -1.41 4.74 1.80
H -0.28 3.69 1.05
C -8.58 1.14 0.64
O -7.71 0.99 1.50
N -9.14 0.09 0.01
N -9.08 2.36 0.29
H -8.84 -0.83 0.23
H -9.89 0.30 -0.62
H -9.60 2.37 -0.57
H -8.73 3.26 0.62
C -6.54 4.41 1.37
O -7.68 4.31 1.80
N -5.84 3.33 0.90
N -5.84 5.57 1.24
H -6.34 2.45 0.96
H -5.02 3.50 0.33
H -6.35 6.44 1.16
H -4.87 5.55 0.96
C -7.57 7.50 -5.93
O -7.83 7.18 -7.08
N -6.34 7.94 -5.57
N -8.38 7.33 -4.85
H -6.01 7.97 -4.63
H -5.70 8.10 -6.33
H -9.34 7.15 -5.06
H -7.99 7.44 -3.94
C -15.15 4.28 -1.25
C -14.58 5.17 -2.31
C -13.06 5.32 -2.21
O -12.38 4.21 -2.78
C -10.99 4.32 -2.61
N -14.95 4.61 -3.63
H -16.23 4.11 -1.23
H -15.01 4.78 -0.29
H -14.61 3.35 -1.06
H -15.05 6.16 -2.24
H -12.70 5.39 -1.18
H -12.82 6.20 -2.81
H -10.58 5.23 -3.06
H -10.57 3.45 -3.13
H -10.77 4.39 -1.54
H -14.96 5.34 -4.34
H -15.94 4.44 -3.50
C -12.30 4.42 -8.50
C -12.42 3.67 -7.15
C -11.19 2.81 -6.80
O -11.20 2.29 -5.48
C -9.99 1.63 -5.16
N -12.87 4.48 -6.03
H -12.20 3.69 -9.31
H -11.45 5.11 -8.43
H -13.25 4.94 -8.65
H -13.14 2.85 -7.23
H -10.25 3.36 -6.94
H -11.21 1.94 -7.47
H -9.77 0.83 -5.87
H -10.05 1.27 -4.13
H -9.23 2.41 -5.07
H -13.57 5.14 -6.35
H -12.10 5.09 -5.75
```

Löwdin population analysis, charges in e, atoms 1 to 4: C -0.033; C -0.461; C -0.145; C -0.180

***

2.
Formula: C5H3NO
Source: OMol25
Level of theory: the ωB97M-V functional and the def2-TZVPD basis

## Properties
**HOMO-LUMO gap**: 0.3446 Ha
**SMILES**: C#CC(=C=N)C=O
**Energy above the lowest of the compared OMol25 structures with the same formula, charge and spin**: 222.21 kJ/mol
**Charge**: 0
**HOMO energy**: -9.09 eV
**Spin multiplicity**: 1

XYZ file:
```
10
C5H3NO, DFT the ωB97M-V functional and the def2-TZVPD basis
C 2.44 -0.63 -0.22
C 1.28 -0.30 -0.15
C -0.08 0.13 -0.07
C -0.43 1.57 -0.06
O -1.56 1.99 0.06
N -2.03 -1.49 0.00
C -1.09 -0.74 0.03
H 3.46 -0.93 -0.29
H 0.44 2.24 -0.16
H -2.44 -1.84 0.86
```

natural (NBO) population analysis, charges in e, atoms 1 to 4: C -0.204; C -0.028; C -0.453; C 0.433

***

3.
Formula: C5H14OSi2
Source: OMol25
Level of theory: the ωB97M-V functional and the def2-TZVPD basis

## Properties
**HOMO-LUMO gap**: 0.3935 Ha
**SMILES**: C=C[Si](C)(C)O[SiH2]C
**Energy above the lowest of the compared OMol25 structures with the same formula, charge and spin**: 0.00 kJ/mol
**Charge**: 0
**HOMO energy**: -9.87 eV
**Spin multiplicity**: 1

XYZ file:
```
22
C5H14OSi2, DFT the ωB97M-V functional and the def2-TZVPD basis
C -0.84 -2.71 -0.26
C -1.53 -1.64 0.14
C 2.59 0.40 1.15
C -2.10 0.78 -1.73
C -0.88 1.33 1.35
O 0.80 0.14 -1.16
Si 2.32 0.41 -0.72
Si -0.92 0.19 -0.28
H -1.21 -3.73 -0.04
H 0.21 -2.49 -0.27
H -2.44 -1.71 0.71
H 1.62 -0.04 1.51
H 3.38 -0.29 1.32
H 2.77 1.29 1.67
H -1.83 0.52 -2.77
H -2.88 0.03 -1.54
H -2.39 1.82 -1.72
H -0.87 0.80 2.35
H 0.12 1.84 1.37
H -1.74 2.06 1.42
H 2.88 1.71 -1.08
H 2.94 -0.71 -1.41
```

natural (NBO) population analysis, charges in e, atoms 1 to 4: C -0.373; C -0.621; C -1.119; C -1.104

***

4.
Formula: C32H42As2N6O4PbSe
Source: OMol25
Level of theory: the ωB97M-V functional and the def2-TZVPD basis

## Properties
**HOMO-LUMO gap**: 0.1669 Ha
**Charge**: +2
**HOMO energy**: -11.98 eV
**Spin multiplicity**: 1

XYZ file:
```
88
C32H42As2N6O4PbSe, DFT the ωB97M-V functional and the def2-TZVPD basis
Pb 0.16 -0.69 0.05
C -2.06 -2.20 -3.93
C -1.35 -1.32 -2.94
O -1.07 -1.77 -1.82
C -1.09 0.01 -3.40
C -0.77 1.14 -2.69
C -0.76 2.46 -3.39
N -0.56 1.14 -1.34
N -0.58 2.35 -0.84
C -0.53 2.59 0.46
O -0.38 1.67 1.36
C -0.66 4.00 0.84
C -0.75 5.00 -0.14
C -0.80 6.33 0.23
C -0.78 6.69 1.57
C -0.73 5.71 2.54
C -0.66 4.37 2.18
H -3.06 -1.81 -4.12
H -2.16 -3.21 -3.53
H -1.54 -2.23 -4.88
H -1.31 0.17 -4.45
H -0.81 2.33 -4.47
H 0.13 3.02 -3.12
H -1.62 3.04 -3.07
H -0.77 4.72 -1.18
H -0.84 7.10 -0.53
H -0.78 7.73 1.85
H -0.75 5.99 3.58
H -0.58 3.60 2.94
C 2.62 2.77 1.72
As 2.46 1.02 0.80
C 3.88 0.10 1.82
C 3.45 1.31 -0.87
C 4.24 2.44 -1.03
C 4.96 2.66 -2.19
C 4.89 1.73 -3.22
C 4.11 0.59 -3.07
C 3.38 0.37 -1.90
As 2.23 -1.21 -1.72
C 3.51 -2.61 -1.25
C 1.94 -1.72 -3.59
H 3.66 3.00 1.97
H 2.05 2.71 2.65
H 2.19 3.57 1.12
H 4.84 0.56 1.59
H 3.91 -0.95 1.55
H 3.68 0.19 2.88
H 4.30 3.18 -0.24
H 5.57 3.54 -2.30
H 5.43 1.89 -4.14
H 4.06 -0.12 -3.88
H 4.34 -2.62 -1.95
H 2.96 -3.56 -1.30
H 3.88 -2.49 -0.24
H 2.85 -2.16 -4.01
H 1.64 -0.86 -4.19
H 1.16 -2.48 -3.62
C -0.82 -5.40 -0.78
O -0.66 -4.99 0.59
C 0.08 -3.91 0.80
O 0.74 -3.33 -0.05
N -0.01 -3.51 2.09
N 0.65 -2.34 2.51
H -1.40 -6.31 -0.74
H 0.15 -5.58 -1.24
H -1.35 -4.62 -1.33
H -0.42 -4.14 2.76
H 1.59 -2.55 2.85
H 0.11 -1.90 3.25
C -0.70 1.11 5.25
N -1.85 1.92 4.96
C -2.51 1.97 3.79
Se -2.28 0.86 2.32
N -3.50 2.88 3.89
C -3.50 3.42 5.15
C -4.33 4.35 5.76
C -4.09 4.62 7.09
C -3.04 4.00 7.79
C -2.20 3.09 7.18
C -2.45 2.80 5.84
H -0.24 0.81 4.30
H -0.98 0.23 5.82
H 0.01 1.70 5.82
H -4.13 3.12 3.13
H -5.12 4.84 5.21
H -4.71 5.32 7.61
H -2.90 4.24 8.83
H -1.39 2.63 7.72
```

natural (NBO) population analysis, charges in e, atoms 1 to 4: Pb 1.149; C -0.707; C 0.581; O -0.650